The following is a quantum chemistry calculation of a structure of composition C30H40Br2FeN8O2S2 at a distorted geometry, from OMol25.

CARTESIAN COORDINATES (ANGSTROEM)
Fe1 0.221 -0.504 0.214
N1 2.024 1.101 -0.543
C1 1.594 1.748 -1.775
C2 2.304 3.059 -2.157
C3 2.410 4.196 -1.135
C4 1.097 4.914 -0.786
N2 0.288 5.200 -1.953
C5 0.321 6.252 -2.754
N3 -0.455 6.237 -3.840
N4 1.097 7.309 -2.522
C6 0.024 1.847 -1.767
O1 -0.532 2.683 -2.454
O2 -0.517 0.944 -1.072
H1 2.173 1.803 0.178
H2 2.893 0.596 -0.685
H3 1.775 1.041 -2.598
H4 1.809 3.431 -3.055
H5 3.326 2.789 -2.436
H6 3.097 4.923 -1.571
H7 2.866 3.848 -0.208
H8 1.325 5.835 -0.244
H9 0.487 4.290 -0.127
H10 -0.230 4.378 -2.280
H11 -1.062 5.455 -4.030
H12 -0.511 7.028 -4.457
H13 1.685 7.367 -1.709
H14 1.040 8.124 -3.110
S1 -2.098 -0.625 1.729
C7 -3.306 -1.604 1.087
N5 -4.459 -1.808 1.701
C8 -5.404 -2.755 1.144
C9 -5.436 -2.618 -0.370
N6 -4.088 -2.735 -0.901
C10 -3.948 -3.322 -2.222
C11 -4.029 -4.833 -2.197
C12 -5.084 -5.500 -2.814
C13 -5.110 -6.885 -2.838
C14 -4.095 -7.614 -2.228
C15 -3.045 -6.952 -1.605
C16 -3.014 -5.571 -1.586
C17 -3.063 -2.276 -0.200
S2 -1.467 -2.448 -0.709
C18 -4.808 -1.237 2.987
C19 -6.038 -0.366 2.882
C20 -7.212 -0.711 3.542
C21 -8.318 0.120 3.469
C22 -8.260 1.297 2.730
C23 -7.097 1.630 2.050
C24 -5.990 0.805 2.125
H15 -6.389 -2.542 1.560
H16 -5.116 -3.774 1.429
H17 -5.862 -1.649 -0.661
H18 -6.054 -3.408 -0.800
H19 -2.976 -3.019 -2.621
H20 -4.738 -2.915 -2.857
H21 -5.875 -4.944 -3.295
H22 -5.913 -7.396 -3.348
H23 -4.120 -8.694 -2.243
H24 -2.242 -7.515 -1.153
H25 -2.188 -5.061 -1.112
H26 -3.964 -0.640 3.340
H27 -4.988 -2.057 3.690
H28 -7.260 -1.617 4.130
H29 -9.222 -0.144 3.991
H30 -9.118 1.948 2.689
H31 -7.054 2.541 1.474
H32 -5.078 1.077 1.612
Br1 1.544 -0.662 2.770
C25 0.941 0.890 3.779
Br2 0.318 2.223 2.533
H33 1.780 1.291 4.350
H34 0.121 0.585 4.428
N7 0.639 -1.600 -2.874
C26 1.482 -2.352 -2.134
C27 2.236 -3.372 -2.745
C28 3.147 -4.079 -2.002
C29 3.296 -3.771 -0.648
C30 2.509 -2.772 -0.115
N8 1.618 -2.071 -0.827
H35 0.439 -1.895 -3.814
H36 0.020 -0.931 -2.435
H37 2.082 -3.569 -3.794
H38 3.739 -4.857 -2.457
H39 4.008 -4.290 -0.032
H40 2.600 -2.502 0.925

ΔE to the lowest compared entry with this formula, charge and spin	152.7	kJ/mol
⟨S²⟩	8.767
total charge	+3
spin multiplicity	6
HOMO level (spin up / spin down)	-15.47 / -15.46	eV
frontier orbital gap (spin up / spin down)	6.5 / 4.7	eV

The following is a quantum chemistry calculation of a structure of composition C30H40Ge2I2NO2Rh at a distorted geometry, from OMol25.

CARTESIAN COORDINATES (ANGSTROEM)
Rh1 0.984 0.274 0.622
I1 -0.274 4.362 4.014
C1 1.340 3.032 4.060
C2 2.358 3.223 5.010
C3 3.506 2.476 5.008
I2 5.088 2.879 6.536
C4 3.666 1.489 4.005
C5 4.801 0.654 3.875
C6 4.865 -0.273 2.872
C7 3.796 -0.404 1.974
N1 2.716 0.341 2.071
C8 2.641 1.288 3.047
C9 1.416 2.066 3.026
O1 0.537 1.918 2.110
H1 2.233 4.003 5.757
H2 5.611 0.771 4.584
H3 5.730 -0.916 2.764
H4 3.809 -1.117 1.158
C10 -2.211 3.786 -1.130
C11 -1.390 2.943 -0.156
Ge1 -0.096 1.729 -1.021
C12 1.414 2.823 -1.689
C13 1.102 3.722 -2.883
C14 -0.926 0.852 -2.537
C15 -0.888 -0.485 -2.685
Ge2 -0.111 -1.423 -1.092
C16 1.458 -2.627 -1.401
C17 1.433 -3.800 -2.376
C18 -1.475 -2.649 -0.305
C19 -2.251 -3.643 -1.166
C20 -1.393 -1.152 -3.901
C21 -2.136 -0.471 -4.884
C22 -2.588 -1.107 -6.025
C23 -2.314 -2.453 -6.250
C24 -1.572 -3.142 -5.300
C25 -1.125 -2.499 -4.157
H5 -2.954 4.398 -0.609
H6 -2.752 3.158 -1.844
H7 -1.589 4.466 -1.715
H8 -2.060 2.335 0.451
H9 -0.829 3.556 0.551
H10 2.194 2.102 -1.934
H11 1.780 3.404 -0.839
H12 0.701 3.143 -3.720
H13 1.994 4.242 -3.248
H14 0.362 4.488 -2.643
H15 -1.346 1.462 -3.337
H16 1.642 -2.992 -0.384
H17 2.290 -1.964 -1.629
H18 0.638 -4.519 -2.159
H19 2.377 -4.354 -2.342
H20 1.295 -3.470 -3.406
H21 -2.189 -2.015 0.221
H22 -0.936 -3.187 0.478
H23 -2.847 -3.148 -1.932
H24 -2.933 -4.229 -0.541
H25 -1.602 -4.355 -1.682
H26 -2.374 0.574 -4.740
H27 -3.164 -0.541 -6.749
H28 -2.669 -2.949 -7.145
H29 -1.330 -4.189 -5.443
H30 -0.539 -3.050 -3.442
C26 -1.812 -1.891 3.664
C27 -1.397 -0.571 2.989
C28 -2.605 -0.074 2.169
C29 -1.133 0.517 4.071
C30 -0.226 -0.835 2.049
H31 -2.673 -1.735 4.323
H32 -0.990 -2.280 4.270
H33 -2.081 -2.649 2.921
H34 -3.456 0.121 2.830
H35 -2.921 -0.799 1.419
H36 -2.339 0.856 1.668
H37 -2.047 0.759 4.614
H38 -0.711 1.359 3.503
H39 -0.369 0.182 4.782
H40 -0.409 -1.828 1.649
O2 2.255 0.033 -0.672

ΔE to the lowest compared entry with this formula, charge and spin	279.2	kJ/mol
⟨S²⟩	6.033
total charge	-2
spin multiplicity	5
HOMO level (spin up / spin down)	1.43 / -1.73	eV
frontier orbital gap (spin up / spin down)	2.4 / 5.5	eV

The following is a quantum chemistry calculation of a structure of composition C30H40N2O4PRhS3Si at a distorted geometry, from OMol25.

CARTESIAN COORDINATES (ANGSTROEM)
Rh1 -0.263 0.237 0.439
C1 2.101 0.040 5.443
Si1 3.666 0.180 4.409
C2 4.637 1.724 4.874
C3 4.698 -1.392 4.553
C4 3.345 0.343 2.521
C5 4.436 0.536 1.671
C6 4.288 0.617 0.294
C7 3.025 0.458 -0.242
N1 1.969 0.279 0.542
C8 2.111 0.256 1.876
S1 0.547 0.180 2.659
H1 2.380 -0.083 6.491
H2 1.489 -0.821 5.167
H3 1.476 0.933 5.375
H4 4.840 1.737 5.946
H5 4.081 2.630 4.629
H6 5.599 1.768 4.360
H7 4.987 -1.554 5.594
H8 5.613 -1.331 3.961
H9 4.132 -2.266 4.226
H10 5.427 0.632 2.100
H11 5.134 0.790 -0.356
H12 2.855 0.462 -1.311
N2 -0.076 2.310 0.150
S2 0.470 3.320 1.298
C9 -0.980 3.693 2.297
C10 -2.102 4.268 1.716
C11 -3.209 4.515 2.511
C12 -3.186 4.184 3.862
C13 -2.059 3.606 4.427
C14 -0.940 3.360 3.641
C15 0.701 4.885 0.447
C16 1.204 4.864 -0.846
C17 1.421 6.067 -1.502
C18 1.160 7.265 -0.854
C19 0.704 7.269 0.458
C20 0.476 6.075 1.124
H13 -0.303 2.738 -0.739
H14 -2.108 4.525 0.664
H15 -4.085 4.979 2.078
H16 -4.052 4.390 4.477
H17 -2.045 3.360 5.481
H18 -0.045 2.920 4.060
H19 1.428 3.925 -1.336
H20 1.798 6.061 -2.515
H21 1.323 8.201 -1.370
H22 0.523 8.206 0.966
H23 0.120 6.081 2.145
C21 0.232 -4.484 -0.395
S3 0.617 -2.768 -0.810
O1 0.136 -1.977 0.401
C22 2.400 -2.910 -0.619
C23 3.191 -2.861 -1.757
C24 4.563 -3.028 -1.633
C25 5.123 -3.237 -0.381
C26 4.321 -3.248 0.756
C27 2.950 -3.086 0.642
H24 0.605 -4.712 0.601
H25 0.729 -5.099 -1.144
H26 -0.845 -4.629 -0.450
H27 2.733 -2.713 -2.728
H28 5.187 -3.014 -2.517
H29 6.189 -3.401 -0.289
H30 4.762 -3.410 1.731
H31 2.316 -3.098 1.521
C28 -4.034 0.030 -1.963
O2 -2.761 0.167 -1.281
P1 -2.461 -0.548 0.104
O3 -2.893 -2.035 -0.199
C29 -3.390 -2.974 0.776
O4 -3.603 -0.130 1.149
C30 -3.431 0.959 2.073
H32 -4.743 0.743 -1.549
H33 -4.420 -0.981 -1.866
H34 -3.854 0.254 -3.009
H35 -4.439 -3.167 0.562
H36 -3.302 -2.590 1.789
H37 -2.823 -3.896 0.672
H38 -3.474 0.567 3.087
H39 -4.241 1.668 1.923
H40 -2.474 1.466 1.920

ΔE to the lowest compared entry with this formula, charge and spin	52.9	kJ/mol
total charge	+2
HOMO level	-13.59	eV
frontier orbital gap	6.4	eV

The following is a quantum chemistry calculation of a structure of composition C30H40N6O2SbSc, from OMol25.

CARTESIAN COORDINATES (ANGSTROEM)
Sc1 -0.985 -0.850 0.172
O1 3.904 -0.507 -2.643
C1 2.929 -0.494 -3.569
C2 3.326 -0.469 -4.907
C3 2.383 -0.447 -5.912
C4 1.016 -0.455 -5.621
C5 0.619 -0.483 -4.303
C6 1.555 -0.504 -3.260
C7 1.058 -0.518 -1.881
O2 -0.226 -0.531 -1.683
N1 1.935 -0.537 -0.896
N2 1.263 -0.638 0.297
C8 1.897 -0.871 1.367
C9 1.088 -1.017 2.598
C10 1.662 -1.363 3.803
C11 0.837 -1.511 4.911
C12 -0.523 -1.303 4.774
C13 -1.014 -0.948 3.527
N3 -0.228 -0.800 2.468
H1 3.468 -0.554 -1.762
H2 4.386 -0.465 -5.123
H3 2.714 -0.422 -6.943
H4 0.283 -0.439 -6.415
H5 -0.430 -0.492 -4.040
H6 2.979 -0.981 1.380
H7 2.731 -1.519 3.869
H8 1.254 -1.789 5.870
H9 -1.204 -1.412 5.606
H10 -2.071 -0.770 3.368
N4 -7.023 -1.813 -0.896
C14 -6.209 -1.099 -0.493
N5 -5.351 -0.213 -0.003
C15 -4.110 -0.261 0.085
N6 -2.942 -0.152 0.247
C16 -0.611 5.573 1.009
C17 -1.414 4.277 1.032
C18 -2.046 4.049 2.411
Sb1 -0.400 2.511 0.409
C19 1.677 2.761 0.940
C20 1.802 2.582 2.456
C21 2.443 4.004 0.491
C22 -0.393 2.836 -1.727
C23 -1.760 2.412 -2.274
C24 -0.077 4.247 -2.222
H11 -1.292 6.427 1.076
H12 -0.001 5.702 0.117
H13 0.054 5.625 1.875
H14 -2.222 4.326 0.295
H15 -1.278 3.937 3.183
H16 -2.677 3.159 2.441
H17 -2.668 4.904 2.699
H18 2.118 1.896 0.435
H19 1.372 3.437 2.989
H20 2.855 2.520 2.759
H21 1.292 1.691 2.823
H22 2.100 4.901 1.007
H23 2.378 4.190 -0.580
H24 3.507 3.887 0.731
H25 0.375 2.149 -2.091
H26 -2.552 3.067 -1.897
H27 -2.031 1.390 -2.020
H28 -1.771 2.498 -3.365
H29 -0.841 4.961 -1.906
H30 -0.077 4.253 -3.317
H31 0.889 4.630 -1.897
C25 -1.863 -6.314 -0.175
C26 -0.662 -5.673 0.531
C27 -0.643 -6.100 2.005
C28 0.636 -6.121 -0.154
C29 -0.779 -4.206 0.450
C30 -0.888 -2.994 0.378
H32 -1.788 -7.403 -0.114
H33 -1.894 -6.025 -1.225
H34 -2.799 -6.002 0.291
H35 -0.538 -7.186 2.074
H36 -1.569 -5.807 2.502
H37 0.192 -5.635 2.533
H38 0.732 -7.208 -0.086
H39 1.506 -5.665 0.320
H40 0.634 -5.838 -1.207

ΔE to the lowest compared entry with this formula, charge and spin	37.1	kJ/mol
total charge	0
HOMO level	-8.54	eV
frontier orbital gap	7.3	eV

The following is a quantum chemistry calculation of a structure of composition C30H40N9OPb at a distorted geometry, from OMol25.

CARTESIAN COORDINATES (ANGSTROEM)
Pb1 -0.349 0.313 0.143
C1 -4.827 1.124 2.120
C2 -3.600 1.253 1.321
N1 -2.816 0.200 0.989
N2 -3.195 -0.977 1.426
C3 -2.300 -1.935 1.118
O1 -1.243 -1.783 0.398
C4 -2.683 -3.312 1.563
C5 -3.724 -3.487 2.519
C6 -4.008 -4.796 2.931
C7 -3.249 -5.863 2.477
C8 -2.327 -5.681 1.482
C9 -2.013 -4.390 1.056
C10 -3.199 2.535 0.782
C11 -4.104 3.634 0.709
C12 -3.609 4.787 0.099
C13 -2.292 4.898 -0.336
C14 -1.454 3.776 -0.132
N3 -1.913 2.637 0.365
H1 -4.883 0.051 2.362
H2 -5.716 1.473 1.591
H3 -4.744 1.690 3.056
H4 -4.225 -2.635 2.919
H5 -4.714 -4.925 3.739
H6 -3.481 -6.915 2.714
H7 -1.769 -6.537 1.088
H8 -1.376 -4.255 0.161
H9 -5.140 3.472 0.914
H10 -4.292 5.614 -0.061
H11 -1.964 5.809 -0.814
H12 -0.382 3.778 -0.423
C15 1.164 -0.920 3.941
N4 1.639 0.012 2.936
C16 1.314 1.402 3.240
C17 2.376 -0.343 1.824
N5 2.104 0.189 0.628
C18 3.014 0.410 -0.397
C19 4.376 0.727 -0.132
C20 5.232 1.033 -1.245
C21 4.804 0.829 -2.585
C22 3.459 0.498 -2.834
C23 2.530 0.427 -1.749
N6 1.171 0.249 -1.943
C24 0.584 0.665 -3.122
N7 -0.414 -0.163 -3.551
C25 -1.466 0.142 -4.495
C26 -0.443 -1.578 -3.122
N8 0.786 1.890 -3.641
C27 0.672 2.264 -5.045
C28 1.265 3.011 -2.818
N9 3.324 -1.338 2.002
C29 3.736 -2.180 0.866
C30 4.100 -1.557 3.146
H13 1.819 -0.886 4.829
H14 1.163 -1.903 3.492
H15 0.148 -0.696 4.193
H16 1.832 1.709 4.135
H17 0.233 1.539 3.337
H18 1.578 2.070 2.427
H19 4.709 0.687 0.903
H20 6.243 1.351 -1.038
H21 5.571 1.014 -3.360
H22 3.045 0.478 -3.862
H23 -1.750 1.154 -4.533
H24 -2.312 -0.538 -4.226
H25 -1.083 -0.200 -5.481
H26 -0.884 -2.209 -3.944
H27 -1.143 -1.740 -2.309
H28 0.566 -1.920 -2.763
H29 0.995 1.418 -5.733
H30 1.372 3.136 -5.112
H31 -0.381 2.568 -5.270
H32 1.310 2.618 -1.792
H33 0.511 3.826 -2.877
H34 2.241 3.344 -3.237
H35 2.926 -2.221 0.140
H36 3.953 -3.200 1.202
H37 4.661 -1.799 0.416
H38 3.874 -0.782 3.881
H39 5.140 -1.488 2.844
H40 3.928 -2.551 3.560

ΔE to the lowest compared entry with this formula, charge and spin	0.0	kJ/mol
total charge	+1
HOMO level	-9.68	eV
frontier orbital gap	6.7	eV

The following is a quantum chemistry calculation of a structure of composition C30H41AuCl2N3OTe at a distorted geometry, from OMol25.

CARTESIAN COORDINATES (ANGSTROEM)
Au1 -1.010 1.068 0.825
C1 -4.397 0.035 -3.424
C2 -3.252 1.045 -3.368
C3 -3.697 2.353 -4.034
C4 -2.028 0.471 -4.108
N1 -3.010 1.315 -1.955
N2 -1.801 1.947 -1.583
H1 -4.686 -0.153 -4.455
H2 -5.257 0.420 -2.882
H3 -4.091 -0.906 -2.971
H4 -3.864 2.196 -5.097
H5 -2.941 3.127 -3.912
H6 -4.623 2.696 -3.577
H7 -2.348 0.001 -5.034
H8 -1.536 -0.283 -3.497
H9 -1.302 1.246 -4.355
H10 -3.126 0.485 -1.382
H11 -1.915 2.956 -1.654
H12 -1.010 1.669 -2.166
Cl1 -3.225 0.710 1.284
C5 -4.831 -1.616 2.584
Cl2 -4.487 -2.525 1.227
H13 -5.581 -0.859 2.489
H14 -4.104 -1.612 3.370
C6 1.932 -2.016 7.380
C7 1.838 -1.741 5.912
C8 2.975 -1.417 5.187
C9 2.932 -1.119 3.833
C10 4.220 -0.710 3.170
C11 1.696 -1.152 3.164
Te1 2.076 -0.692 1.063
N3 1.090 1.052 0.823
C12 1.991 1.828 0.241
O1 3.141 1.386 -0.001
C13 1.694 3.231 -0.122
C14 0.425 3.797 -0.086
C15 0.236 5.105 -0.492
C16 1.306 5.871 -0.926
C17 2.576 5.319 -0.948
C18 2.769 4.009 -0.556
C19 1.225 -1.678 -0.666
C20 -0.067 -2.107 -0.961
C21 -1.132 -2.288 0.068
C22 -0.372 -2.455 -2.276
C23 0.578 -2.450 -3.280
C24 0.268 -2.844 -4.689
C25 1.882 -2.121 -2.939
C26 2.225 -1.726 -1.657
C27 3.672 -1.423 -1.387
C28 0.536 -1.425 3.886
C29 -0.813 -1.315 3.262
C30 0.627 -1.735 5.241
H15 2.971 -2.031 7.700
H16 1.477 -2.971 7.633
H17 1.411 -1.242 7.940
H18 3.925 -1.382 5.701
H19 4.991 -0.561 3.922
H20 4.096 0.228 2.623
H21 4.570 -1.476 2.476
H22 -0.418 3.204 0.241
H23 -0.755 5.532 -0.466
H24 1.149 6.893 -1.237
H25 3.417 5.914 -1.273
H26 3.751 3.560 -0.584
H27 -0.683 -2.569 1.014
H28 -1.818 -3.075 -0.237
H29 -1.723 -1.380 0.209
H30 -1.385 -2.755 -2.501
H31 -0.803 -2.906 -4.855
H32 0.705 -3.819 -4.911
H33 0.692 -2.127 -5.391
H34 2.653 -2.190 -3.693
H35 4.268 -1.605 -2.279
H36 4.060 -2.062 -0.589
H37 3.810 -0.378 -1.100
H38 -0.736 -0.732 2.342
H39 -1.504 -0.798 3.924
H40 -1.246 -2.289 3.039
H41 -0.282 -1.949 5.783

⟨S²⟩	0.754
total charge	0
spin multiplicity	2
HOMO level (spin up / spin down)	-7.44 / -7.90	eV
frontier orbital gap (spin up / spin down)	7.1 / 7.5	eV

| no. | DFT total energy (eV) |
| --- | --- |
| 1 | -243897.1872 |
| 2 | -169580.6202 |
| 3 | -95597.0968 |
| 4 | -72033.5277 |
| 5 | -52458.4175 |
| 6 | -74320.6486 |